Version P
This record from the OMol25 dataset describes a structure of composition C4BNO11Tl. The level of theory is ωB97M-V with the def2-TZVPD basis set.

Results
LUMO energy = -11.27 eV
E_HOMO = -13.44 eV
HOMO-LUMO gap = 2.2 eV
Total charge = +1

Geometry (Å):
Tl 2.7711 -3.5309 -0.7079
N 3.0925 -0.9654 -3.0974
O 3.5943 -2.1066 -3.1761
O 2.4752 -0.7786 -2.0116
O 3.1667 -0.1119 -3.9389
O -4.5428 0.6815 0.5929
C -3.3658 0.7935 0.5842
O -2.4829 0.0157 1.1444
B -1.1475 0.6035 0.9699
O -1.3594 1.7547 0.0451
C -2.6287 1.9734 -0.1733
O -3.1117 2.8475 -0.8025
O -0.4370 1.0580 2.1878
C 0.5570 0.2463 2.4288
O 1.3663 0.3061 3.2998
C 0.7323 -0.7483 1.1977
O -0.2391 -0.4432 0.4022
O 1.5595 -1.5955 1.0550

---

Version Q
This record from the OMol25 dataset describes a structure of composition C4BNO11Tl. The level of theory is ωB97M-V with the def2-TZVPD basis set.

Results
LUMO energy = -10.41 eV
E_HOMO = -12.58 eV
HOMO-LUMO gap = 2.2 eV
Total charge = +1

Geometry (Å):
Tl 0.1372 6.6291 -0.2007
N 4.0153 1.7369 1.0667
O 4.4906 1.8074 2.1881
O 4.6133 1.0183 0.2629
O 3.0329 2.4747 0.7429
O -0.9705 -3.1152 -3.1226
C -0.9041 -2.3932 -2.1301
O -1.7472 -1.4936 -1.7272
B -1.3074 -1.0280 -0.4103
O 0.1238 -1.4969 -0.2946
C 0.3532 -2.3279 -1.2193
O 1.3622 -2.9252 -1.3598
O -1.3485 0.4445 -0.2932
C -2.0056 0.8465 0.7634
O -2.0791 2.0548 0.9183
C -2.4790 -0.4104 1.5469
O -2.0733 -1.4355 0.7855
O -3.2140 -0.3860 2.4831

---

Which one sits at the top of the stability order? version P does.

---

Version P
This record from the OMol25 dataset describes a structure of composition C29H20Br3FeN4O3S2. The level of theory is ωB97M-V with the def2-TZVPD basis set.

Results
LUMO energy (alpha / beta) = 3.71 / 3.71 eV
E_HOMO (alpha / beta) = -2.19 / -2.26 eV
Spin multiplicity = 6
HOMO-LUMO gap (alpha / beta) = 5.9 / 6.0 eV
Total charge = -2

Geometry (Å):
Fe -0.8324 -0.6753 -0.4929
Br 0.0416 0.0621 4.5075
C -1.2562 1.0976 3.5837
C -1.9075 2.1249 4.2609
C -2.8401 2.8873 3.6138
Br -3.6790 4.3117 4.5842
C -3.1726 2.6531 2.2625
C -4.1183 3.3921 1.5216
C -4.3763 3.0383 0.2294
C -3.6842 1.9582 -0.3438
N -2.7712 1.2698 0.2999
C -2.5119 1.5896 1.5860
C -1.4949 0.7776 2.2361
O -0.8896 -0.1591 1.6358
H -1.6747 2.3091 5.2999
H -4.6253 4.2263 1.9866
H -5.1019 3.5803 -0.3641
H -3.8711 1.6732 -1.3705
C 0.7174 -2.3609 -3.3179
N 1.1984 -1.9113 -2.0152
C 1.7492 -3.0630 -1.3087
C 2.2000 -0.8533 -2.1776
C 1.8068 0.5461 -1.7166
C 2.7948 1.5249 -1.8542
C 2.6033 2.8133 -1.3820
C 1.4027 3.1302 -0.7591
C 0.4216 2.1541 -0.6297
C 0.5889 0.8467 -1.1038
H 1.5298 -2.8367 -3.8982
H 0.3267 -1.5252 -3.8857
H -0.0857 -3.0872 -3.1832
H 2.5418 -3.5530 -1.9007
H 0.9578 -3.7843 -1.1057
H 2.1696 -2.7557 -0.3538
H 2.5122 -0.8095 -3.2298
H 3.0917 -1.1257 -1.6066
H 3.7379 1.2620 -2.3302
H 3.3873 3.5563 -1.4845
H 1.2316 4.1297 -0.3725
H -0.5025 2.4328 -0.1344
S -1.5340 0.1627 -2.5358
C -2.9479 -0.6668 -3.0267
C -3.5256 -0.2970 -4.2875
N -3.9640 0.0153 -5.3074
C -3.5154 -1.6539 -2.2565
S -2.7869 -2.1500 -0.7948
C -4.7134 -2.3261 -2.6644
N -5.6748 -2.8789 -2.9821
Br 5.9269 -2.7507 3.3864
C 4.3815 -1.8398 2.7062
C 4.4312 -0.4607 2.5859
C 3.3185 0.1939 2.0741
C 2.2014 -0.5274 1.6751
C 2.1761 -1.9102 1.7902
C 3.2744 -2.5747 2.3300
C 0.9899 -2.7517 1.2951
O 0.9502 -3.9234 1.6720
O 0.1829 -2.1955 0.4802
H 5.3157 0.0854 2.8862
H 3.3265 1.2743 1.9764
H 1.3404 -0.0216 1.2770
H 3.2307 -3.6504 2.4343

---

Version Q
This record from the OMol25 dataset describes a structure of composition C29H20Br3FeN4O3S2. The level of theory is ωB97M-V with the def2-TZVPD basis set.

Results
LUMO energy (alpha / beta) = 3.70 / 3.41 eV
E_HOMO (alpha / beta) = -2.34 / -2.42 eV
Spin multiplicity = 6
HOMO-LUMO gap (alpha / beta) = 6.0 / 5.8 eV
Total charge = -2

Geometry (Å):
Fe -0.1991 0.0871 -0.4392
Br 1.2245 -0.6228 4.5423
C 0.1782 0.7975 3.8389
C -0.1705 1.8470 4.6943
C -0.9448 2.8841 4.2565
Br -1.3767 4.2903 5.4758
C -1.4315 2.9112 2.9277
C -2.2707 3.9061 2.3798
C -2.7036 3.7926 1.0887
C -2.2945 2.6864 0.3223
N -1.5001 1.7646 0.7994
C -1.0674 1.8471 2.0719
C -0.2122 0.7393 2.4911
O 0.1047 -0.1716 1.6740
H 0.1817 1.8303 5.7168
H -2.5674 4.7464 2.9938
H -3.3531 4.5399 0.6516
H -2.6218 2.5588 -0.7037
C 3.3747 -0.4183 -1.3766
N 2.6302 -0.0880 -0.1749
C 3.0620 -0.9166 0.9308
C 2.7641 1.3273 0.1256
C 2.0530 2.1886 -0.8949
C 2.7173 3.2937 -1.4187
C 2.0836 4.1365 -2.3221
C 0.7768 3.8539 -2.6890
C 0.1352 2.7358 -2.1614
C 0.7344 1.8528 -1.2526
H 4.4506 -0.1898 -1.2479
H 2.9858 0.1392 -2.2263
H 3.2728 -1.4823 -1.5914
H 4.1441 -0.7963 1.1334
H 2.8656 -1.9642 0.6965
H 2.5003 -0.6655 1.8269
H 3.8353 1.6084 0.1815
H 2.3307 1.5053 1.1153
H 3.7453 3.4920 -1.1251
H 2.6065 4.9907 -2.7390
H 0.2588 4.4969 -3.3941
H -0.8884 2.5597 -2.4829
S -2.5209 -1.3088 0.2950
C -3.2663 -1.7311 -1.1354
C -4.2807 -2.7599 -1.0712
N -5.1032 -3.5640 -1.0085
C -3.0121 -1.1354 -2.3946
S -1.9393 0.1109 -2.6651
C -3.7570 -1.6237 -3.5342
N -4.3371 -2.0003 -4.4553
Br 1.4736 -7.0071 -0.3898
C 1.4997 -5.7303 -1.8099
C 1.9228 -6.1446 -3.0616
C 1.9419 -5.2149 -4.0931
C 1.5506 -3.9043 -3.8632
C 1.1315 -3.5061 -2.6004
C 1.1011 -4.4303 -1.5606
C 0.7395 -2.0461 -2.3558
O 0.8258 -1.2717 -3.3077
O 0.2967 -1.8213 -1.1898
H 2.2295 -7.1690 -3.2237
H 2.2669 -5.5231 -5.0797
H 1.5595 -3.1576 -4.6459
H 0.7662 -4.1037 -0.5856

---

Which one sits at the top of the stability order? version Q does.

---

Version P
This record from the OMol25 dataset describes an isolated molecule of C3H10N4S. The level of theory is ωB97M-V with the def2-TZVPD basis set.

Results
LUMO energy = 0.79 eV
E_HOMO = -9.18 eV
SMILES = N/N=C\NNCCS
HOMO-LUMO gap = 10.0 eV
Total charge = 0

Geometry (Å):
N 0.6838 -0.7870 -2.5433
N 0.7310 0.6253 -2.1153
C 1.0949 0.9441 -0.9589
N 1.7270 -0.0070 0.0977
N 0.6007 -0.9768 0.5185
C -0.7367 -0.5287 0.6661
C -1.2649 -0.0123 2.0036
S -0.8040 1.7993 1.8894
H 0.8720 -0.7933 -3.5375
H 1.4075 -1.4626 -1.8595
H 0.5872 2.0539 -0.6802
H 1.8724 0.6747 0.9195
H 0.5269 -1.5720 -0.3250
H -1.2813 -1.3740 0.4293
H -0.9380 0.2514 -0.3165
H -1.0446 -0.5961 2.8949
H -2.4015 -0.2956 1.9866
H -1.6323 2.0567 0.9304

---

Version Q
This record from the OMol25 dataset describes an isolated molecule of C3H10N4S. The level of theory is ωB97M-V with the def2-TZVPD basis set.

Results
LUMO energy = 0.07 eV
E_HOMO = -7.82 eV
SMILES = [H]/N=C(\NS)NCCN
HOMO-LUMO gap = 7.9 eV
Total charge = 0

Geometry (Å):
H 1.5306 0.4063 1.8110
N 1.0088 1.0209 1.1731
C 0.2528 0.1072 0.6703
N 0.5829 -1.2278 0.8803
S -0.5365 -2.5170 0.7830
N -0.8997 0.3210 -0.1044
C -1.0417 1.6022 -0.5969
C -0.0883 1.7685 -1.9786
N 1.2572 1.6331 -1.6778
H 1.8026 -1.4258 0.9819
H -0.7037 -2.4608 2.3721
H -1.6752 -0.5028 -0.1941
H -2.0260 1.7644 -1.0556
H -0.8560 2.3656 0.1086
H -0.3270 2.6610 -2.3650
H -0.5278 1.1184 -2.7092
H 1.3299 0.6928 -0.9082
H 1.6539 2.5553 -1.0363

---

Which one sits at the top of the stability order? version Q does.

---

Version P
This record from the OMol25 dataset describes a cluster of 5 separate species, C5H20O5 in total. The level of theory is ωB97M-V with the def2-TZVPD basis set.

Results
LUMO energy = 0.54 eV
E_HOMO = -9.29 eV
SMILES = CO.CO.CO.CO.CO
HOMO-LUMO gap = 9.8 eV
Total charge = 0

Geometry (Å):
C -1.8955 -1.9069 -2.4451
O -1.5356 -0.7402 -1.6967
H -1.9887 -2.8871 -1.9775
H -2.9202 -1.8355 -2.8097
H -1.3956 -2.0010 -3.4091
H -1.6810 -0.8883 -0.7594
C 0.5385 1.0976 1.1315
O 1.8320 1.0029 0.6310
H -0.0806 1.8604 0.6593
H -0.0615 0.2098 0.9315
H 0.4462 1.2395 2.2083
H 2.1275 1.9162 0.6396
C 1.8484 -1.1810 -2.2073
O 2.1164 -1.4132 -0.8165
H 1.5536 -2.1686 -2.5622
H 1.0924 -0.4107 -2.3593
H 2.7554 -0.7958 -2.6731
H 1.9092 -0.6302 -0.3011
C 2.0517 4.1382 2.4064
O 1.9563 4.3460 0.9778
H 1.1272 4.5594 2.8013
H 1.9695 3.1023 2.7355
H 2.9126 4.6426 2.8453
H 1.0438 4.5045 0.7252
C -2.4878 -2.9688 0.8160
O -2.4397 -1.4871 0.9506
H -1.4849 -3.3635 0.6531
H -2.8576 -3.3975 1.7474
H -3.1193 -3.3525 0.0147
H -3.3327 -1.1916 1.1424

---

Version Q
This record from the OMol25 dataset describes a structure of composition C5H20O5. The level of theory is ωB97M-V with the def2-TZVPD basis set.

Results
LUMO energy = 0.69 eV
E_HOMO = -9.48 eV
HOMO-LUMO gap = 10.2 eV
Total charge = 0

Geometry (Å):
C 0.7219 2.9839 2.6964
O -0.2196 2.4055 1.8579
H 0.9845 2.2644 3.4720
H 1.6195 3.2513 2.1388
H 0.2363 3.8513 3.1435
H -0.5274 3.0123 1.1806
C -2.3678 1.5231 -0.0566
O -2.4431 2.8507 -0.2805
H -3.3422 1.0533 -0.1911
H -1.7460 1.1038 -0.8476
H -2.0303 1.1467 0.9090
H -3.1296 3.0809 -0.9108
C 0.6530 0.3886 0.5952
O 0.1656 -0.8168 -0.0118
H 1.5949 0.5968 0.0877
H -0.0992 1.1518 0.3958
H 0.8099 0.2979 1.6700
H 0.2560 -0.7008 -0.9605
C 0.8554 -1.7438 -3.0737
O -0.2450 -1.6239 -2.1249
H 0.8182 -2.7767 -3.4197
H 0.5567 -1.0780 -3.8834
H 1.8301 -1.4981 -2.6521
H 0.0881 -2.2483 -1.4762
C 0.7900 -3.3837 0.4711
O 0.9927 -2.6145 -0.7160
H 0.9956 -4.4540 0.4512
H 1.5351 -2.9401 1.1315
H -0.2620 -3.3529 0.7550
H 0.9087 -1.7307 -0.3507

---

Which one sits at the top of the stability order? version P does.

---

Version P
This record from the OMol25 dataset describes the ion C3H8NOS with charge -1. The level of theory is ωB97M-V with the def2-TZVPD basis set.

Results
LUMO energy = 3.19 eV
E_HOMO = -2.57 eV
SMILES = N[C@@H](C[O-])CS
HOMO-LUMO gap = 5.8 eV
Total charge = -1

Geometry (Å):
N -0.1776 -1.5004 0.8702
C 0.3334 -0.1947 0.4080
C 1.3322 -0.4390 -0.7497
O 0.7022 -0.7638 -1.9075
C -0.7585 0.7298 -0.1284
S -1.5947 1.7042 1.1780
H -1.1318 -1.3912 1.2053
H -0.2677 -2.0350 0.0020
H 0.8417 0.3175 1.2270
H 1.9587 0.4823 -0.8103
H 1.9992 -1.2706 -0.4082
H -0.3144 1.3376 -0.9111
H -1.5079 0.1095 -0.6073
H -1.4150 2.9137 0.6321

---

Version Q
This record from the OMol25 dataset describes the ion C3H8NOS with charge -1. The level of theory is ωB97M-V with the def2-TZVPD basis set.

Results
LUMO energy = 3.31 eV
E_HOMO = -2.94 eV
SMILES = [O-]CNCCS
HOMO-LUMO gap = 6.2 eV
Total charge = -1

Geometry (Å):
O 0.8539 1.9016 0.0242
C 1.6844 0.9246 -0.2127
N 0.9291 -0.4006 -1.0451
C -0.1127 -1.0066 -0.2775
C -1.1433 -0.0850 0.1962
S -2.0836 -1.0287 1.4573
H 2.1649 0.4781 0.6752
H 2.5717 1.2617 -0.9449
H 0.5229 0.0865 -1.8305
H 0.2769 -1.5668 0.5702
H -0.4991 -1.8119 -0.7967
H -1.8274 0.2824 -0.5712
H -0.8098 0.9420 0.5980
H -2.5280 0.0225 2.1575

---

Which one sits at the top of the stability order? version P does.